No. 1
This record from OMol25 describes C47H64AsBaBrNP3Se as an isolated structure at a distorted geometry. The level of theory is ωB97M-V/def2-TZVPD.

For the LUMO energy, the calculation gives 0.3 eV. As for the highest occupied orbital energy: -7.95 eV. The calculation puts the gap between HOMO and LUMO at 8.30 eV. For the energy above the lowest of the compared OMol25 structures with the same formula, charge and spin, the calculation gives 117.63 kJ/mol.

Atoms and positions in Å:
Ba1 -0.613 0.247 0.588
C1 -0.710 3.994 -0.934
C2 -1.726 4.215 -0.013
C3 -1.414 4.445 1.320
C4 -0.089 4.438 1.738
C5 0.925 4.214 0.819
C6 0.616 4.004 -0.519
H1 -0.946 3.828 -1.978
H2 -2.758 4.230 -0.339
H3 -2.206 4.652 2.030
H4 0.152 4.614 2.777
H5 1.959 4.224 1.141
H6 1.408 3.867 -1.243
Br1 0.235 -1.060 2.965
Se1 -2.212 0.162 -4.396
C7 -1.802 0.261 -2.706
N1 -1.513 0.332 -1.567
C8 -1.340 4.907 5.925
C9 -2.438 4.111 5.225
As1 -1.765 2.519 4.242
C10 -3.511 1.960 3.483
C11 -4.700 1.876 4.433
C12 -1.674 1.282 5.783
C13 -0.235 1.072 6.255
H7 -1.760 5.761 6.459
H8 -0.608 5.287 5.210
H9 -0.813 4.288 6.653
H10 -2.962 4.752 4.510
H11 -3.171 3.775 5.960
H12 -3.327 0.983 3.028
H13 -3.737 2.653 2.666
H14 -4.477 1.235 5.288
H15 -5.574 1.462 3.923
H16 -4.983 2.861 4.803
H17 -2.098 0.322 5.481
H18 -2.287 1.683 6.595
H19 0.346 0.573 5.480
H20 -0.208 0.456 7.156
H21 0.245 2.026 6.485
C14 -2.826 -3.738 2.290
C15 -3.845 -2.599 2.210
C16 -3.754 -1.758 3.486
P1 -3.565 -1.513 0.714
C17 -5.073 -0.411 0.823
C18 -6.423 -1.110 0.980
C19 -5.094 0.610 -0.322
C20 -3.875 -2.771 -0.636
C21 -2.505 -3.301 -1.077
C22 -4.616 -2.266 -1.873
H22 -2.996 -4.295 3.214
H23 -1.806 -3.349 2.318
H24 -2.924 -4.439 1.461
H25 -4.846 -3.033 2.120
H26 -2.769 -1.286 3.538
H27 -3.866 -2.394 4.367
H28 -4.526 -0.989 3.528
H29 -4.887 0.155 1.742
H30 -6.601 -1.838 0.189
H31 -7.220 -0.363 0.925
H32 -6.511 -1.618 1.940
H33 -5.527 0.185 -1.225
H34 -4.088 0.961 -0.564
H35 -5.700 1.473 -0.037
H36 -4.454 -3.582 -0.182
H37 -2.024 -2.565 -1.725
H38 -2.615 -4.230 -1.640
H39 -1.840 -3.489 -0.233
H40 -4.107 -1.405 -2.310
H41 -5.650 -1.996 -1.668
H42 -4.629 -3.056 -2.627
C23 4.110 -0.442 -1.073
P2 2.321 0.166 -1.063
C24 1.504 -1.265 -1.866
C25 1.324 -2.346 -0.996
C26 0.721 -3.515 -1.430
C27 0.254 -3.601 -2.733
C28 0.418 -2.531 -3.597
C29 1.054 -1.373 -3.176
C30 2.365 1.557 -2.249
C31 3.433 2.456 -2.178
C32 3.472 3.574 -2.992
C33 2.435 3.825 -3.881
C34 1.342 2.973 -3.916
C35 1.298 1.857 -3.093
P3 5.146 -0.307 -2.640
C36 6.742 -0.948 -1.988
C37 7.507 -1.849 -2.729
C38 8.791 -2.186 -2.327
C39 9.339 -1.618 -1.187
C40 8.596 -0.707 -0.452
C41 7.314 -0.367 -0.856
C42 4.640 -1.761 -3.639
C43 4.516 -3.052 -3.130
C44 4.176 -4.100 -3.967
C45 3.974 -3.876 -5.323
C46 4.114 -2.600 -5.842
C47 4.443 -1.547 -5.000
H43 4.098 -1.470 -0.711
H44 4.629 0.159 -0.323
H45 1.679 -2.279 0.030
H46 0.611 -4.352 -0.752
H47 -0.240 -4.503 -3.074
H48 0.054 -2.590 -4.614
H49 1.195 -0.563 -3.875
H50 4.237 2.290 -1.473
H51 4.314 4.252 -2.933
H52 2.477 4.688 -4.532
H53 0.514 3.175 -4.584
H54 0.419 1.229 -3.108
H55 7.098 -2.292 -3.628
H56 9.368 -2.890 -2.913
H57 10.343 -1.878 -0.877
H58 9.020 -0.249 0.432
H59 6.756 0.365 -0.283
H60 4.706 -3.245 -2.080
H61 4.073 -5.099 -3.562
H62 3.711 -4.701 -5.973
H63 3.963 -2.423 -6.899
H64 4.556 -0.544 -5.397

Atom charges from the Mulliken analysis, given in e for atoms 1 to 6:
1. Ba 1.7649
2. C -0.3235
3. C -0.6190
4. C -0.2596
5. C -0.3718
6. C -0.6653

No. 2
This record from OMol25 describes C47H64AsN4O4S3SiSr as an isolated structure at a distorted geometry. The level of theory is ωB97M-V/def2-TZVPD.

For the LUMO energy, the calculation gives -2.9 eV. As for the highest occupied orbital energy: -9.75 eV. The calculation puts the gap between HOMO and LUMO at 6.89 eV. For the energy above the lowest of the compared OMol25 structures with the same formula, charge and spin, the calculation gives 98.94 kJ/mol. As for the net charge: +1.

Atoms and positions in Å:
Sr1 -0.016 0.026 -0.845
C1 -0.379 2.050 3.886
C2 0.608 2.780 2.965
C3 1.168 4.014 3.673
C4 1.751 1.842 2.566
O1 -0.132 3.147 1.820
Si1 0.222 3.996 0.468
S1 0.598 2.664 -1.124
O2 1.518 4.922 0.740
C5 2.160 5.940 -0.014
C6 1.580 7.290 0.409
C7 3.644 5.848 0.352
C8 1.968 5.731 -1.514
O3 -1.057 4.925 0.074
C9 -2.381 4.972 0.571
C10 -3.014 3.583 0.467
C11 -2.369 5.442 2.025
C12 -3.150 5.971 -0.300
H1 0.109 1.745 4.808
H2 -0.774 1.164 3.386
H3 -1.205 2.710 4.135
H4 1.713 3.719 4.563
H5 0.360 4.679 3.960
H6 1.833 4.550 3.006
H7 2.276 1.483 3.446
H8 2.449 2.380 1.929
H9 1.355 0.984 2.012
H10 1.703 7.430 1.479
H11 0.519 7.318 0.179
H12 2.086 8.093 -0.118
H13 3.763 5.927 1.430
H14 4.205 6.645 -0.126
H15 4.040 4.886 0.033
H16 0.913 5.799 -1.767
H17 2.312 4.741 -1.804
H18 2.521 6.481 -2.073
H19 -2.452 2.889 1.090
H20 -2.955 3.246 -0.567
H21 -4.054 3.614 0.782
H22 -1.762 4.765 2.618
H23 -3.380 5.465 2.422
H24 -1.935 6.438 2.090
H25 -3.131 5.668 -1.342
H26 -2.702 6.957 -0.221
H27 -4.184 6.027 0.028
S2 -1.200 4.583 -6.175
C13 -1.599 6.122 -5.543
C14 -1.672 6.118 -4.184
C15 -1.418 4.851 -3.626
C16 -1.154 3.896 -4.573
C17 -0.905 2.488 -4.400
C18 -1.323 1.814 -3.232
N1 -1.104 0.538 -3.012
C19 -0.499 -0.193 -3.963
C20 -0.134 0.356 -5.217
C21 0.336 -0.501 -6.252
C22 0.445 -1.838 -6.055
C23 0.165 -2.418 -4.783
C24 0.282 -3.789 -4.537
C25 0.014 -4.294 -3.272
C26 -0.318 -3.356 -2.270
N2 -0.460 -2.070 -2.476
C27 -0.259 -1.584 -3.714
C28 0.083 -5.706 -2.988
C29 0.467 -6.730 -3.816
C30 0.439 -7.990 -3.190
C31 0.022 -7.927 -1.899
S3 -0.321 -6.324 -1.408
C32 -0.299 1.735 -5.390
H28 -1.764 6.935 -6.223
H29 -1.900 6.996 -3.604
H30 -1.389 4.655 -2.567
H31 -1.903 2.336 -2.487
H32 0.553 -0.068 -7.217
H33 0.740 -2.484 -6.867
H34 0.570 -4.451 -5.338
H35 -0.476 -3.695 -1.253
H36 0.755 -6.603 -4.844
H37 0.717 -8.906 -3.676
H38 -0.096 -8.725 -1.194
H39 0.024 2.205 -6.308
C33 -4.254 0.202 -0.594
As1 -2.716 -0.824 0.052
C34 -3.468 -2.588 -0.362
C35 -3.046 -0.753 2.025
C36 -4.437 -1.075 2.458
C37 -5.396 -0.071 2.563
C38 -6.686 -0.360 2.967
C39 -7.040 -1.663 3.273
C40 -6.094 -2.669 3.188
C41 -4.803 -2.378 2.781
H40 -5.168 -0.201 -0.148
H41 -4.307 0.113 -1.680
H42 -4.150 1.252 -0.331
H43 -4.464 -2.656 0.079
H44 -2.844 -3.387 0.036
H45 -3.540 -2.699 -1.445
H46 -2.778 0.266 2.327
H47 -2.327 -1.452 2.472
H48 -5.116 0.950 2.346
H49 -7.413 0.434 3.055
H50 -8.047 -1.888 3.586
H51 -6.358 -3.682 3.452
H52 -4.061 -3.164 2.737
C42 2.963 -2.186 1.718
N3 3.727 -1.291 0.876
C43 5.119 -1.130 1.255
C44 5.951 -0.710 0.056
C45 5.266 0.485 -0.588
N4 3.924 0.100 -0.972
C46 3.365 0.688 -2.169
C47 3.157 -0.698 -0.200
O4 1.960 -0.914 -0.483
H53 3.412 -3.182 1.697
H54 1.938 -2.249 1.349
H55 2.962 -1.823 2.749
H56 5.475 -2.085 1.650
H57 5.198 -0.381 2.052
H58 5.998 -1.526 -0.665
H59 6.964 -0.463 0.365
H60 5.802 0.798 -1.486
H61 5.240 1.334 0.107
H62 4.166 0.848 -2.887
H63 2.869 1.640 -1.964
H64 2.634 0.002 -2.599

Atom charges from the Mulliken analysis, given in e for atoms 1 to 6:
1. Sr 2.1893
2. C -1.6568
3. C 1.5981
4. C -1.8002
5. C -1.4214
6. O 1.2507